1.
Computed, not measured: a structure of composition C34H62FNO15Si2 in a non-equilibrium geometry, with ωB97M-V/def2-TZVPD.

Structure (XYZ):
```
115
Properties=species:S:1:pos:R:3:forces:R:3:mulliken_charge:R:1
C -1.95045 3.57797 -2.51541 -0.06 -0.08 -0.23 -1.083
C -2.96036 2.47446 -2.90721 0.36 1.04 -0.64 0.238
O -3.92459 2.23117 -1.88878 -0.08 -0.53 0.19 -0.458
C -4.23991 0.83294 -1.78363 1.28 0.23 -0.38 -0.718
C -3.07571 0.13816 -1.01801 -0.49 -0.55 -0.33 0.666
C -3.47632 -1.12682 -0.20879 0.86 -0.20 0.30 -0.996
C -3.04788 -2.47846 -0.87611 -0.87 0.29 0.49 0.374
C -1.77152 -3.14500 -0.25232 -0.51 0.29 -0.23 -0.556
Si -0.24859 -3.17792 -1.35789 0.71 -1.69 0.10 -0.138
C -0.69644 -3.03245 -3.21709 1.07 -0.02 0.35 -0.303
C -0.72483 -1.61112 -3.74008 1.77 -3.29 1.03 0.269
O -1.69016 -1.12233 -4.11539 -3.25 2.69 -1.42 -0.418
F 0.45656 -0.96618 -3.77333 0.32 -0.12 0.15 -0.259
O 0.99621 -2.11946 -0.91885 -2.01 0.70 -0.05 -0.090
Si 0.55332 -0.59535 -0.33377 1.36 -0.09 0.26 0.762
O 0.40802 -4.74507 -1.22146 0.11 1.85 0.09 -0.643
C 1.52500 -4.80780 -0.33340 0.94 -1.54 0.31 -0.500
C 2.87723 -4.57488 -1.05630 -0.71 0.87 -0.29 -0.415
N 4.00268 -4.50627 -0.11702 -0.62 -0.22 -0.83 -0.377
C 3.94181 -3.31594 0.73615 0.79 -0.31 0.26 -0.367
C 5.12290 -2.34524 0.58099 -0.14 1.30 1.87 0.453
C 5.15969 -1.49281 1.91031 -0.46 -0.91 -0.59 -1.203
O 6.38259 -3.01528 0.47932 -0.30 -0.01 -0.68 -0.603
H -1.58907 4.06499 -3.43696 -0.10 -0.19 0.36 0.257
H -2.40826 4.36691 -1.89835 0.05 -0.37 -0.17 0.258
H -1.06429 3.17884 -1.99479 -0.42 0.08 0.01 0.212
H -2.37597 1.58841 -3.21043 -0.43 0.03 0.32 0.036
H -3.50720 2.81841 -3.80942 0.20 -0.18 0.31 0.349
H -5.21598 0.69012 -1.30029 0.32 0.28 -0.07 0.342
H -4.25484 0.45124 -2.82286 -0.45 -0.22 0.48 0.308
H -2.34320 -0.18651 -1.78171 -0.12 0.27 0.38 -0.447
H -2.57352 0.90000 -0.40058 -0.35 -0.23 -0.06 0.194
H -2.94909 -1.08265 0.76330 -0.40 0.03 -0.28 -0.152
H -4.55169 -1.17017 0.03807 0.35 0.25 -0.30 0.624
H -3.00048 -2.31138 -1.96537 0.16 -0.21 0.33 0.516
H -3.88607 -3.17537 -0.71707 0.48 0.27 -0.23 -0.445
H -2.03277 -4.20328 -0.05357 0.38 0.33 -0.22 0.379
H -1.59110 -2.71253 0.75021 0.11 -0.16 -0.44 0.460
H 0.05249 -3.62378 -3.77528 -0.02 0.35 0.38 0.519
H -1.65892 -3.53990 -3.38234 0.19 0.57 -0.01 0.393
H 1.54913 -0.24602 0.70961 0.02 -0.08 0.01 -0.390
H 0.68856 0.45565 -1.36172 -0.19 -0.14 -0.16 -0.215
H -0.75621 -0.53821 0.31772 -0.19 -0.16 -0.11 -0.028
H 1.57385 -5.85368 0.03184 -0.13 0.46 -0.04 0.445
H 1.42557 -4.18742 0.57502 -0.11 0.03 -0.50 0.196
H 2.98493 -5.38434 -1.79607 0.25 0.15 0.40 0.371
H 2.83084 -3.62343 -1.63687 -0.27 -0.44 0.16 0.228
H 4.83683 -4.50877 -0.69914 0.11 0.12 0.53 0.293
H 3.02762 -2.71256 0.59942 0.28 -0.32 -0.21 -0.100
H 3.91491 -3.67057 1.78700 0.13 0.29 -0.35 0.241
H 4.97859 -1.60853 -0.23369 0.01 -0.73 -0.13 0.284
H 4.14608 -1.49433 2.35054 0.41 0.50 -0.18 0.281
H 5.53221 -0.47678 1.73848 -0.12 -0.32 0.26 0.318
H 5.79009 -2.06521 2.61093 -0.06 0.41 -0.20 0.294
H 7.03463 -2.32634 0.29150 -0.08 -0.29 0.06 0.349
O 4.58453 1.23417 3.42569 0.24 0.16 -0.22 -0.528
C 5.62230 1.34827 4.01308 -0.41 -0.23 0.22 0.606
O 6.83140 1.10459 3.44748 -0.19 0.14 -0.02 -0.308
C 7.86566 1.22366 4.43866 0.29 0.01 0.13 -0.464
C 7.27232 2.09582 5.53042 0.01 0.12 0.26 -0.545
C 5.79581 1.72866 5.46761 0.47 0.32 -0.02 -0.515
H 8.11958 0.22325 4.79682 -0.04 0.00 -0.02 0.294
H 8.74995 1.67061 3.98821 -0.10 -0.09 -0.19 0.307
H 7.72727 1.93238 6.50627 0.03 -0.05 -0.06 0.324
H 7.39932 3.14956 5.27309 0.03 -0.04 0.00 0.278
H 5.56317 0.86239 6.08932 -0.12 0.03 -0.03 0.277
H 5.15613 2.56792 5.72919 -0.23 -0.22 -0.01 0.295
O -1.69487 6.24754 -4.73494 -0.18 -0.26 0.08 -0.579
C -2.79801 6.59258 -4.42831 0.34 0.14 -0.35 0.476
O -3.81993 5.72424 -4.20195 0.16 0.16 0.00 -0.264
C -5.03208 6.45678 -3.96291 -0.28 -0.01 0.10 -0.425
C -4.58561 7.83595 -3.51239 -0.07 0.29 0.07 -0.541
C -3.28376 8.01842 -4.27910 -0.35 -0.03 0.47 -0.395
H -5.60707 6.48904 -4.89186 0.04 0.00 0.00 0.265
H -5.61962 5.94543 -3.20237 0.12 -0.18 -0.09 0.314
H -5.32517 8.61211 -3.70600 -0.03 -0.08 -0.02 0.331
H -4.38113 7.82702 -2.43968 -0.03 -0.02 -0.03 0.270
H -3.44940 8.44093 -5.27161 0.12 0.00 0.00 0.265
H -2.56573 8.61770 -3.72507 0.17 -0.02 -0.27 0.288
O 1.58577 5.47282 -0.47508 0.01 0.01 0.37 -0.583
C 2.43562 4.73191 -0.07645 -0.06 0.23 -0.49 0.490
O 2.95971 4.79779 1.17635 -0.13 -0.01 -0.10 -0.383
C 4.03010 3.84734 1.30722 0.19 -0.17 0.18 -0.292
C 3.77354 2.80638 0.23310 0.06 -0.22 -0.18 0.010
C 3.11665 3.63301 -0.86575 0.06 -0.43 0.43 -0.386
H 4.97937 4.37062 1.16166 -0.03 0.02 -0.04 0.209
H 4.01394 3.41618 2.30578 -0.11 0.15 0.02 0.167
H 4.67573 2.28527 -0.08473 0.01 0.04 0.08 0.387
H 3.06737 2.05940 0.60274 0.07 0.01 0.04 -0.131
H 3.85250 4.08263 -1.53468 -0.11 0.04 -0.07 0.323
H 2.39089 3.05420 -1.43206 -0.01 0.25 -0.19 0.178
O -5.57105 -4.48268 -2.42382 0.07 0.15 0.32 -0.566
C -5.54817 -5.31752 -1.56812 0.08 -0.04 -0.54 0.505
O -5.01417 -5.11098 -0.33332 -0.20 -0.11 -0.11 -0.288
C -5.04236 -6.33656 0.41778 0.03 -0.17 0.25 -0.528
C -6.12753 -7.17783 -0.23033 -0.14 -0.25 -0.03 -0.482
C -6.04642 -6.74189 -1.68674 -0.22 -0.10 0.53 -0.459
H -4.05770 -6.80594 0.35328 -0.01 0.03 -0.03 0.268
H -5.26005 -6.11696 1.46136 0.10 0.20 -0.06 0.345
H -5.98851 -8.24773 -0.08105 0.06 0.05 0.04 0.324
H -7.10220 -6.90532 0.18005 0.05 -0.01 0.02 0.270
H -5.31511 -7.32622 -2.24770 -0.05 0.06 -0.10 0.250
H -7.01637 -6.77465 -2.17628 0.17 0.06 -0.26 0.305
O -0.65307 -1.90194 3.71822 -0.40 0.00 -0.18 -0.610
C -0.95742 -0.74410 3.74090 0.56 -0.19 -0.03 0.478
O -2.07077 -0.24424 3.14684 0.09 -0.18 0.11 -0.288
C -2.08335 1.18866 3.26325 -0.08 0.30 -0.03 -0.312
C -1.18356 1.49961 4.44651 0.16 0.19 0.16 -0.608
C -0.15934 0.37416 4.37631 -0.46 0.38 0.20 -0.130
H -1.70720 1.61621 2.33023 0.01 -0.03 0.01 0.162
H -3.10470 1.53080 3.41936 -0.04 -0.20 -0.12 0.335
H -0.74785 2.49695 4.40461 -0.05 -0.02 -0.08 0.346
H -1.75233 1.42025 5.37564 -0.01 0.02 -0.05 0.278
H 0.67927 0.62555 3.72394 0.06 -0.11 0.05 0.068
H 0.19681 0.08663 5.36230 0.21 -0.18 -0.17 0.318
```
Positions in Å, forces in eV/Å.

E_tot: -3195.07082 Eh
LUMO: 0.44 eV
HOMO-LUMO gap: 8.8269 eV
highest occupied orbital energy: -0.3084 Ha
charge: 0

=====

2.
Computed, not measured: a cluster of 10 separate species, C34H62N2O24 in total in a non-equilibrium geometry, with ωB97M-V/def2-TZVPD.

Structure (XYZ):
```
122
Properties=species:S:1:pos:R:3:forces:R:3:mulliken_charge:R:1
C 24.17400 6.24500 -13.10000 -0.08 1.34 -1.32 -1.804
C 23.15500 5.46100 -12.36700 1.03 1.32 4.19 1.954
C 21.84700 6.19900 -12.10600 1.02 1.79 1.37 -0.300
O 20.86100 5.23400 -12.30700 -0.81 -1.28 0.50 -0.322
C 21.42800 4.22200 -12.93700 -3.21 -3.87 -2.84 -0.035
O 20.83100 3.24700 -13.48400 1.91 3.28 2.25 -0.638
O 22.72900 4.36100 -13.03500 0.39 -2.29 -1.62 0.636
H 24.35200 7.24200 -12.59600 -0.39 -1.04 -0.77 0.332
H 23.77900 6.36800 -14.15700 0.54 0.29 1.13 0.305
H 25.12700 5.74000 -13.14500 0.29 -0.26 0.04 0.327
H 23.58500 5.09000 -11.35000 -0.49 0.69 -1.46 -1.093
H 21.64900 6.93500 -12.84400 0.14 0.98 -0.84 0.547
H 21.84100 6.71400 -11.10200 -0.37 -1.01 -0.82 0.043
C 24.73000 -4.22900 -11.66800 1.48 -1.81 -0.24 -1.781
C 24.63700 -2.75300 -11.67300 -2.33 0.34 -0.84 1.777
C 24.38800 -2.11100 -10.31400 -1.68 0.72 -0.48 -0.366
O 25.46700 -1.24800 -10.18100 1.00 1.22 1.63 0.096
C 26.32000 -1.32300 -11.18300 2.58 2.20 -0.08 0.564
O 27.31500 -0.59300 -11.26800 -2.29 -1.93 -0.03 -0.681
O 25.92600 -2.24000 -12.04100 0.03 -0.11 -1.14 -0.357
H 25.45400 -4.58000 -10.87700 -0.65 0.39 -0.68 0.375
H 25.14900 -4.54300 -12.65800 -0.42 0.13 0.89 0.367
H 23.79700 -4.78100 -11.52000 -0.04 0.46 -0.02 0.350
H 23.79900 -2.43200 -12.41500 1.76 -0.26 0.99 -0.640
H 24.30100 -2.78100 -9.49000 0.36 -0.70 0.63 0.536
H 23.49700 -1.45800 -10.23700 0.10 -0.56 -0.51 -0.154
C 23.69200 -2.31000 -15.52900 0.41 1.36 -0.35 -0.567
O 23.93500 -3.47400 -14.78300 -0.92 -4.50 0.29 -0.120
C 23.32600 -4.68000 -15.16800 -3.18 -1.23 -4.41 0.574
O 22.48300 -4.90400 -16.26900 5.50 1.97 7.01 -0.628
O 23.68200 -5.71500 -14.29300 -0.36 2.74 -2.32 -0.176
C 23.31300 -7.05600 -14.65800 -1.36 -0.45 0.08 -0.767
H 23.80600 -2.54200 -16.58100 0.05 0.26 -0.23 0.518
H 24.40900 -1.48000 -15.19600 -0.95 -1.60 -0.41 0.089
H 22.68000 -1.99300 -15.33500 -0.35 0.32 -0.07 0.142
H 22.68800 -7.17500 -15.57700 0.70 0.61 0.80 0.328
H 22.77800 -7.44300 -13.79600 -0.56 0.14 0.02 0.275
H 24.16000 -7.71300 -14.67200 0.97 0.22 -0.51 0.290
C 25.51900 7.26700 -10.12700 0.76 0.30 -1.50 -0.701
O 25.77100 6.48800 -9.00200 1.04 -1.70 1.69 -0.307
C 26.14000 5.22500 -9.15500 -0.73 -3.55 -6.12 0.694
O 26.04800 4.53100 -10.40400 0.66 4.09 7.45 -0.547
O 26.54400 4.64300 -8.01500 -1.18 1.96 -1.34 -0.378
C 26.89500 3.28800 -8.12900 0.33 -1.27 -0.40 -0.194
H 24.48800 7.36500 -10.30900 -1.47 -0.33 -0.10 0.143
H 26.02700 6.85200 -10.98200 -0.05 -0.32 -0.33 0.380
H 25.88000 8.27300 -10.03200 0.49 0.40 0.82 0.436
H 27.72500 3.20300 -8.78600 0.84 -0.04 -0.72 0.401
H 26.12400 2.65700 -8.57900 -0.27 0.33 0.36 -0.301
H 27.24000 2.91800 -7.17000 -0.42 0.29 0.30 0.353
C 21.51000 7.55200 -6.19400 0.31 2.64 -0.66 -0.643
O 21.78700 6.20700 -6.26300 1.24 -3.51 -1.80 -0.322
C 22.22500 5.72200 -7.44100 1.84 2.09 -5.58 0.536
O 22.43200 6.49300 -8.59500 -1.43 -4.49 7.01 -0.609
O 22.53500 4.35000 -7.41900 -1.25 3.93 0.71 -0.533
C 22.91600 3.81100 -8.68000 -1.20 -1.14 -1.07 1.563
H 21.52700 7.86800 -5.14400 -0.21 -0.33 -0.32 0.276
H 20.56600 7.76700 -6.69200 -0.21 0.04 0.28 0.266
H 22.26800 8.13300 -6.75500 -0.26 -0.29 0.37 0.291
H 23.89200 4.10800 -8.99100 0.81 0.28 0.12 -0.791
H 22.22500 4.14200 -9.50600 0.46 -0.35 0.97 -0.077
H 22.87000 2.69600 -8.55000 0.05 1.26 -0.10 0.062
C 18.01200 4.31500 -7.47200 0.01 1.90 -1.04 -0.650
O 19.01700 3.33500 -7.74100 0.80 -0.72 -1.20 -0.217
C 19.35600 3.14200 -9.02600 -3.80 4.69 -6.30 0.652
O 18.73300 3.79300 -10.11500 3.39 -3.91 6.69 -0.668
O 20.38500 2.36000 -9.21300 -1.05 1.20 2.59 -0.099
C 20.74000 1.82000 -10.44200 0.83 -1.00 -0.60 0.175
H 17.12200 4.18900 -8.08300 0.01 -0.47 0.05 0.296
H 18.36700 5.34500 -7.74300 0.06 -0.96 0.15 0.247
H 17.78000 4.34300 -6.41900 0.16 -0.58 0.24 0.275
H 19.92800 1.68800 -11.12300 -0.60 0.24 -0.32 0.722
H 21.09800 0.86900 -10.09600 0.29 -0.82 -0.59 -0.181
H 21.58800 2.30600 -10.92600 -0.29 0.50 0.20 -0.602
C 23.00000 4.14000 -16.43300 0.42 -0.31 -0.08 -0.050
O 22.18400 4.70700 -17.46100 -1.55 0.34 -1.92 -0.342
C 21.51200 5.79200 -17.19700 -1.39 5.70 6.19 0.771
O 21.51800 6.46900 -15.99000 0.37 -4.12 -6.00 -0.600
O 20.77700 6.35700 -18.19400 1.26 -2.62 -0.69 -0.359
C 19.84600 7.42600 -17.98700 0.93 -0.93 2.68 -0.621
H 23.53800 5.01900 -16.13400 0.82 -0.21 1.01 0.261
H 23.64400 3.30800 -16.83000 -0.79 1.16 -0.08 0.199
H 22.36100 3.71500 -15.66900 -0.03 0.17 0.32 -0.085
H 19.42200 7.79400 -18.85500 -0.44 -0.11 -2.32 0.269
H 20.40600 8.22400 -17.57300 0.27 0.88 0.85 0.284
H 19.04400 7.10600 -17.32400 0.16 0.02 0.19 0.280
C 21.08700 -0.23900 -7.70700 -4.15 -1.45 0.20 -0.705
O 22.27200 0.45200 -7.67600 1.08 1.03 0.22 0.122
C 23.32900 -0.22900 -7.43300 2.77 -8.84 1.49 0.415
O 23.41000 -1.65600 -7.20700 -0.87 8.51 -1.37 -0.693
O 24.41000 0.51400 -7.43900 -1.38 0.42 -0.26 0.035
C 25.68000 -0.01100 -7.16100 2.50 0.53 -0.62 -0.320
H 21.06700 -0.96900 -8.55800 0.06 0.66 0.66 0.275
H 20.27100 0.56400 -7.85800 1.37 -1.52 0.33 0.070
H 20.85400 -0.85700 -6.75800 0.70 1.19 -1.38 0.329
H 26.34000 0.88200 -7.18900 -0.55 -0.42 0.36 -0.068
H 26.14200 -0.61200 -7.97400 -1.07 -0.15 0.55 0.118
H 25.78500 -0.45900 -6.18000 -0.42 -0.30 -0.03 0.396
C 17.96900 -0.49700 -13.85200 0.49 1.30 0.98 -1.455
C 19.06500 0.60300 -14.06800 -1.50 -0.01 0.13 -0.200
C 20.46400 0.05800 -14.26100 0.24 0.21 1.78 0.494
C 21.00100 -0.66200 -13.06700 -0.05 -0.69 0.03 0.179
N 21.45800 -1.24600 -12.17700 -0.48 0.65 -0.72 -0.509
H 17.56100 -0.94600 -14.72300 0.05 -0.34 -1.10 0.376
H 17.10800 -0.04800 -13.34200 0.21 -0.06 0.02 0.375
H 18.35300 -1.28300 -13.21500 0.06 -0.25 0.24 0.331
H 19.00800 1.32600 -13.23600 0.32 -0.42 -0.23 -0.117
H 18.79700 1.21200 -14.94100 0.20 -0.20 0.05 0.587
H 21.17700 0.84600 -14.39900 0.29 0.73 -0.32 -0.571
H 20.52500 -0.56800 -15.11000 0.09 -0.92 -0.88 0.586
C 24.30500 1.71800 -10.96600 -0.77 -1.58 0.70 0.603
C 23.85800 1.05800 -12.25200 0.18 -1.10 -0.36 2.461
C 24.61700 1.65500 -13.39800 0.43 1.70 -0.68 0.255
C 24.04900 1.27200 -14.66100 -1.85 -1.91 -4.36 -0.207
N 23.59300 0.85900 -15.67600 1.52 1.61 3.51 -0.729
H 23.69500 1.18600 -10.18900 0.61 0.91 -0.10 -0.629
H 24.09500 2.78200 -11.02000 0.11 0.13 0.32 -0.777
H 25.36600 1.51300 -10.75200 -0.34 0.30 -0.14 0.812
H 22.76900 1.20900 -12.46300 0.86 -0.29 0.41 -1.113
H 24.11300 -0.04500 -12.27400 -0.75 1.04 0.29 -1.049
H 25.67500 1.39000 -13.45800 0.05 -0.02 0.43 0.818
H 24.54400 2.76800 -13.34100 0.21 -0.68 -0.05 -0.447
```
Positions in Å, forces in eV/Å.

E_tot: -3247.70694 Eh
SMILES: C[C@H]1COC(=O)O1.C[C@H]1COC(=O)O1.COC(=O)OC.COC(=O)OC.COC(=O)OC.COC(=O)OC.COC(=O)OC.COC(=O)OC.CCCC#N.CCCC#N
LUMO: 0.46 eV
HOMO-LUMO gap: 10.5281 eV
highest occupied orbital energy: -0.3700 Ha
charge: 0

=====

Ordered energy above the lowest of the compared OMol25 structures with the same formula, charge and spin results: 1.362; 0.000; unit eV.